Formula: C68H155N9O11
Source: the OMol25 dataset
Level of theory: ωB97M-V/def2-TZVPD

Each atom is followed by the atoms it is bonded to, with distances in Å.
Cartesian coordinates (Å):
1 C 17.9550 12.1010 12.7734  O2 1.426, H3 1.090, H4 1.090, H5 1.090
2 O 16.7451 11.5243 12.2861  C1 1.426, H6 0.960
3 H 18.5460 12.3203 11.8842  C1 1.090
4 H 17.7770 13.0226 13.3275  C1 1.090
5 H 18.5717 11.4742 13.4176  C1 1.090
6 H 16.9462 10.6972 11.8421  O2 0.960
7 C 18.8069 18.3637 8.6159  O8 1.426, H9 1.090, H10 1.090, H11 1.090
8 O 17.5428 17.9672 8.0894  C7 1.426, H12 0.960
9 H 19.3980 18.4529 7.7045  C7 1.090
10 H 18.6773 19.3493 9.0631  C7 1.090
11 H 19.1215 17.6340 9.3621  C7 1.090
12 H 17.3001 17.0893 8.3926  O8 0.960
13 C 12.5870 22.8221 20.4066  C14 1.543, H24 1.090, H25 1.090, H26 1.090
14 C 12.5203 22.4483 18.9106  C13 1.543, C15 1.556, N19 1.473, C23 1.498
15 C 13.4058 23.3492 18.0024  C14 1.556, C16 1.550, H27 1.090, H28 1.090
16 C 14.8883 22.9175 18.1325  C15 1.550, C17 1.532, H29 1.090, H30 1.090
17 C 15.1372 21.4361 17.8327  C16 1.532, C18 1.513, H31 1.090, H32 1.090
18 C 14.2513 20.5246 18.6538  C17 1.513, N19 1.511, C21 1.537, C22 1.545
19 N 12.8257 21.0167 18.7493  C14 1.473, C18 1.511, O20 1.431
20 O 11.8491 20.1560 19.3424  N19 1.431, H42 0.960
21 C 14.1920 19.1298 18.0118  C18 1.537, H33 1.090, H34 1.090, H35 1.090
22 C 14.8835 20.2780 20.0417  C18 1.545, H36 1.090, H37 1.090, H38 1.090
23 C 11.1014 22.6753 18.4877  C14 1.498, H39 1.090, H40 1.090, H41 1.090
24 H 13.4672 22.3202 20.8085  C13 1.090
25 H 11.7600 22.7630 21.1142  C13 1.090
26 H 12.8296 23.8820 20.4831  C13 1.090
27 H 13.0973 23.3996 16.9582  C15 1.090
28 H 13.3672 24.4090 18.2541  C15 1.090
29 H 15.2713 23.0658 19.1422  C16 1.090
30 H 15.5298 23.4756 17.4506  C16 1.090
31 H 16.1736 21.2588 18.1200  C17 1.090
32 H 15.1646 21.0509 16.8134  C17 1.090
33 H 13.6241 19.1553 17.0818  C21 1.090
34 H 15.2234 18.8650 17.7787  C21 1.090
35 H 13.7130 18.4150 18.6808  C21 1.090
36 H 15.2660 21.1276 20.6074  C22 1.090
37 H 14.1752 19.7336 20.6662  C22 1.090
38 H 15.7386 19.6066 19.9642  C22 1.090
39 H 11.0036 22.7574 17.4052  C23 1.090
40 H 10.8106 23.6928 18.7491  C23 1.090
41 H 10.3698 21.9877 18.9120  C23 1.090
42 H 11.7831 20.4830 20.2425  O20 0.960
43 C 9.0545 17.7067 15.5954  C44 1.553, H54 1.090, H55 1.090, H56 1.090
44 C 10.5915 17.8045 15.7961  C43 1.553, C45 1.544, N49 1.547, C53 1.544
45 C 11.3766 16.8817 14.8395  C44 1.544, C46 1.584, H57 1.090, H58 1.090
46 C 11.5215 17.4754 13.3776  C45 1.584, C47 1.511, H59 1.090, H60 1.090
47 C 12.1632 18.8409 13.2886  C46 1.511, C48 1.553, H61 1.090, H62 1.090
48 C 11.4902 19.8122 14.2964  C47 1.553, N49 1.461, C51 1.542, C52 1.551
49 N 11.1709 19.2245 15.5956  C44 1.547, C48 1.461, O50 1.428
50 O 10.6008 20.2040 16.4637  N49 1.428, H72 0.960
51 C 12.5197 20.9002 14.6638  C48 1.542, H63 1.090, H64 1.090, H65 1.090
52 C 10.3311 20.4538 13.4904  C48 1.551, H66 1.090, H67 1.090, H68 1.090
53 C 10.9114 17.3276 17.2298  C44 1.544, H69 1.090, H70 1.090, H71 1.090
54 H 8.7151 18.2531 14.7154  C43 1.090
55 H 8.5418 18.1449 16.4516  C43 1.090
56 H 8.6309 16.7160 15.4301  C43 1.090
57 H 12.3975 16.7593 15.2011  C45 1.090
58 H 10.8901 15.9086 14.7717  C45 1.090
59 H 10.5386 17.5501 12.9123  C46 1.090
60 H 12.1578 16.8292 12.7729  C46 1.090
61 H 11.9962 19.2314 12.2848  C47 1.090
62 H 13.2409 18.7328 13.4112  C47 1.090
63 H 13.4741 20.4695 14.9667  C51 1.090
64 H 12.6240 21.5082 13.7652  C51 1.090
65 H 12.2213 21.5528 15.4843  C51 1.090
66 H 9.8747 21.2775 14.0393  C52 1.090
67 H 10.6288 20.9794 12.5832  C52 1.090
68 H 9.6889 19.6127 13.2289  C52 1.090
69 H 11.9273 17.4279 17.6119  C53 1.090
70 H 10.5904 16.3050 17.4277  C53 1.090
71 H 10.2933 17.8936 17.9267  C53 1.090
72 H 11.2995 20.3184 17.1120  O50 0.960
73 C 13.9962 13.5268 14.7917  C74 1.565, H84 1.090, H85 1.090, H86 1.090
74 C 13.1441 12.2143 14.8236  C73 1.565, C75 1.602, N79 1.509, C83 1.537
75 C 11.6862 12.6351 14.3104  C74 1.602, C76 1.536, H87 1.090, H88 1.090
76 C 10.8418 11.4345 13.8577  C75 1.536, C77 1.523, H89 1.090, H90 1.090
77 C 11.5800 10.5535 12.8579  C76 1.523, C78 1.558, H91 1.090, H92 1.090
78 C 12.9798 10.0398 13.3107  C77 1.558, N79 1.490, C81 1.523, C82 1.515
79 N 13.7440 11.1613 13.9249  C74 1.509, C78 1.490, O80 1.392
80 O 15.0682 10.8830 14.2510  N79 1.392, H102 0.960
81 C 12.9473 8.7934 14.1848  C78 1.523, H93 1.090, H94 1.090, H95 1.090
82 C 13.6976 9.6966 12.0212  C78 1.515, H96 1.090, H97 1.090, H98 1.090
83 C 12.9968 11.7834 16.2914  C74 1.537, H99 1.090, H100 1.090, H101 1.090
84 H 13.7098 14.0646 15.6955  C73 1.090
85 H 13.8778 14.0996 13.8719  C73 1.090
86 H 15.0589 13.2872 14.8283  C73 1.090
87 H 11.1274 13.0673 15.1405  C75 1.090
88 H 11.6299 13.3721 13.5093  C75 1.090
89 H 9.9419 11.9061 13.4629  C76 1.090
90 H 10.5607 10.9304 14.7823  C76 1.090
91 H 11.5794 10.9359 11.8372  C77 1.090
92 H 10.9188 9.6883 12.8085  C77 1.090
93 H 12.3570 9.1512 15.0284  C81 1.090
94 H 12.3448 8.1363 13.5575  C81 1.090
95 H 13.8885 8.4036 14.5724  C81 1.090
96 H 14.6541 9.1849 12.1275  C82 1.090
97 H 13.0646 8.9635 11.5213  C82 1.090
98 H 13.7704 10.5365 11.3303  C82 1.090
99 H 13.9430 11.5279 16.7686  C83 1.090
100 H 12.4940 10.8279 16.4411  C83 1.090
101 H 12.4680 12.5216 16.8942  C83 1.090
102 H 15.5610 11.2689 13.5231  O80 0.960
103 C 16.2245 14.7096 20.3101  C104 1.572, H114 1.090, H115 1.090, H116 1.090
104 C 16.7696 15.1470 18.9022  C103 1.572, C105 1.560, N109 1.421, C113 1.606
105 C 16.7648 16.7048 18.9939  C104 1.560, C106 1.531, H117 1.090, H118 1.090
106 C 17.5117 17.4047 17.8558  C105 1.531, C107 1.496, H119 1.090, H120 1.090
107 C 18.8977 16.8431 17.8248  C106 1.496, C108 1.545, H121 1.090, H122 1.090
108 C 18.9808 15.3065 17.6903  C107 1.545, N109 1.513, C111 1.541, C112 1.510
109 N 18.0981 14.6691 18.7412  C104 1.421, C108 1.513, O110 1.448
110 O 18.1814 13.2288 18.8686  N109 1.448, H132 0.960
111 C 18.6265 14.8477 16.2623  C108 1.541, H123 1.090, H124 1.090, H125 1.090
112 C 20.4134 14.8690 17.8805  C108 1.510, H126 1.090, H127 1.090, H128 1.090
113 C 15.7034 14.7140 17.7827  C104 1.606, H129 1.090, H130 1.090, H131 1.090
114 H 15.1921 15.0590 20.2959  C103 1.090
115 H 16.7324 15.1119 21.1866  C103 1.090
116 H 16.3221 13.6336 20.4542  C103 1.090
117 H 15.7740 17.1271 18.8262  C105 1.090
118 H 17.2173 17.0444 19.9256  C105 1.090
119 H 17.5246 18.4615 18.1224  C106 1.090
120 H 16.9835 17.2781 16.9108  C106 1.090
121 H 19.5226 17.1637 18.6584  C107 1.090
122 H 19.4256 17.2380 16.9568  C107 1.090
123 H 19.3761 15.0773 15.5049  C111 1.090
124 H 18.5210 13.7630 16.2417  C111 1.090
125 H 17.6678 15.3080 16.0236  C111 1.090
126 H 20.4824 13.7870 17.7688  C112 1.090
127 H 21.2105 15.3339 17.3004  C112 1.090
128 H 20.7726 15.2021 18.8542  C112 1.090
129 H 15.7897 15.2721 16.8504  C113 1.090
130 H 14.6687 14.7800 18.1191  C113 1.090
131 H 15.8708 13.6527 17.5992  C113 1.090
132 H 17.5978 12.9044 18.1788  O110 0.960
133 C 21.5846 11.2661 12.7471  C134 1.622, H144 1.090, H145 1.090, H146 1.090
134 C 22.7587 12.3700 12.5648  C133 1.622, C135 1.510, N139 1.449, C143 1.522
135 C 22.0689 13.7098 12.6635  C134 1.510, C136 1.589, H147 1.090, H148 1.090
136 C 21.7181 14.2604 14.1124  C135 1.589, C137 1.553, H149 1.090, H150 1.090
137 C 22.9674 14.1240 15.0254  C136 1.553, C138 1.509, H151 1.090, H152 1.090
138 C 23.6527 12.7807 14.9846  C137 1.509, N139 1.519, C141 1.533, C142 1.558
139 N 23.8284 12.3421 13.5413  C134 1.449, C138 1.519, O140 1.393
140 O 24.5260 11.1398 13.4456  N139 1.393, H162 0.960
141 C 25.0463 13.0015 15.5851  C138 1.533, H153 1.090, H154 1.090, H155 1.090
142 C 22.8215 11.7465 15.8015  C138 1.558, H156 1.090, H157 1.090, H158 1.090
143 C 23.3546 12.2856 11.1668  C134 1.522, H159 1.090, H160 1.090, H161 1.090
144 H 21.1776 11.2110 13.7567  C133 1.090
145 H 22.0309 10.2786 12.6293  C133 1.090
146 H 20.7776 11.2299 12.0153  C133 1.090
147 H 22.7970 14.3844 12.2131  C135 1.090
148 H 21.1505 13.7007 12.0766  C135 1.090
149 H 21.0409 13.5464 14.5811  C136 1.090
150 H 21.2268 15.2332 14.0887  C136 1.090
151 H 22.5906 14.4262 16.0026  C137 1.090
152 H 23.7191 14.9054 14.9138  C137 1.090
153 H 25.6253 13.6504 14.9280  C141 1.090
154 H 24.9927 13.4235 16.5887  C141 1.090
155 H 25.5916 12.0638 15.6922  C141 1.090
156 H 21.7377 11.7170 15.6893  C142 1.090
157 H 23.1324 10.7304 15.5586  C142 1.090
158 H 23.1588 11.8487 16.8330  C142 1.090
159 H 23.6774 11.2891 10.8655  C143 1.090
160 H 24.1869 12.9741 11.0203  C143 1.090
161 H 22.6127 12.5629 10.4180  C143 1.090
162 H 25.4247 11.3908 13.2198  O140 0.960
163 C 23.0864 20.7082 14.8546  C164 1.524, H174 1.090, H175 1.090, H176 1.090
164 C 22.0212 19.7450 14.3454  C163 1.524, C165 1.512, N169 1.450, C173 1.552
165 C 20.9098 19.7980 15.3694  C164 1.512, C166 1.503, H177 1.090, H178 1.090
166 C 19.6540 19.1113 14.9093  C165 1.503, C167 1.515, H179 1.090, H180 1.090
167 C 19.1967 19.5903 13.5467  C166 1.515, C168 1.596, H181 1.090, H182 1.090
168 C 20.3263 19.5231 12.4219  C167 1.596, N169 1.525, C171 1.518, C172 1.574
169 N 21.6306 20.0741 12.9884  C164 1.450, C168 1.525, O170 1.366
170 O 22.5402 20.2173 11.9793  N169 1.366, H192 0.960
171 C 20.4285 18.1024 11.8970  C168 1.518, H183 1.090, H184 1.090, H185 1.090
172 C 19.7679 20.5356 11.3541  C168 1.574, H186 1.090, H187 1.090, H188 1.090
173 C 22.6181 18.3125 14.3367  C164 1.552, H189 1.090, H190 1.090, H191 1.090
174 H 24.0374 20.5512 14.3456  C163 1.090
175 H 23.1949 20.5516 15.9279  C163 1.090
176 H 22.8015 21.7343 14.6224  C163 1.090
177 H 21.3035 19.4487 16.3239  C165 1.090
178 H 20.5775 20.8237 15.5291  C165 1.090
179 H 18.8520 19.2432 15.6355  C166 1.090
180 H 19.8459 18.0417 14.8247  C166 1.090
181 H 18.7194 20.5668 13.6295  C167 1.090
182 H 18.3857 18.8845 13.3673  C167 1.090
183 H 19.5610 17.8196 11.3007  C171 1.090
184 H 21.2680 17.9808 11.2126  C171 1.090
185 H 20.4266 17.2982 12.6328  C171 1.090
186 H 19.8477 21.5124 11.8312  C172 1.090
187 H 20.4100 20.4496 10.4775  C172 1.090
188 H 18.7226 20.4392 11.0604  C172 1.090
189 H 23.5032 18.2909 13.7008  C173 1.090
190 H 21.8683 17.5390 14.1713  C173 1.090
191 H 23.1016 18.2046 15.3076  C173 1.090
192 H 22.6116 21.1711 11.8967  O170 0.960
193 C 17.9270 13.6961 9.0116  C194 1.548, H199 1.090, H200 1.090, H201 1.090
194 C 16.7850 14.6248 8.5327  C193 1.548, C195 1.516, N198 1.444, H202 1.090
195 C 15.4855 13.9599 8.1229  C194 1.516, O196 1.378, H203 1.090, H204 1.090
196 O 14.7051 14.9299 7.5325  C195 1.378, C197 1.395
197 C 13.3434 14.6365 7.6109  O196 1.395, H205 1.090, H206 1.090, H207 1.090
198 N 16.5219 15.6684 9.4957  C194 1.444, H208 1.010, H209 1.010
199 H 18.3221 13.1679 8.1438  C193 1.090
200 H 17.4569 12.8959 9.5833  C193 1.090
201 H 18.7363 14.1911 9.5483  C193 1.090
202 H 17.2136 15.0971 7.6487  C194 1.090
203 H 15.0142 13.5580 9.0197  C195 1.090
204 H 15.7208 13.0942 7.5038  C195 1.090
205 H 13.0934 14.7069 8.6695  C197 1.090
206 H 13.2045 13.6654 7.1358  C197 1.090
207 H 12.8031 15.4079 7.0622  C197 1.090
208 H 16.3276 15.3745 10.4423  N198 1.010
209 H 15.6186 16.0382 9.2361  N198 1.010
210 C 10.2418 21.2730 8.3472  C211 1.589, H216 1.090, H217 1.090, H218 1.090
211 C 11.5508 20.9549 9.1905  C210 1.589, C212 1.498, N215 1.476, H219 1.090
212 C 12.2061 19.6658 8.8012  C211 1.498, O213 1.446, H220 1.090, H221 1.090
213 O 13.1506 19.1161 9.7488  C212 1.446, C214 1.469
214 C 13.7893 17.9008 9.2266  O213 1.469, H222 1.090, H223 1.090, H224 1.090
215 N 12.4626 22.1043 9.0281  C211 1.476, H225 1.010, H226 1.010
216 H 9.3639 20.6802 8.6040  C210 1.090
217 H 10.4481 21.0641 7.2974  C210 1.090
218 H 9.9692 22.3276 8.3863  C210 1.090
219 H 11.0532 20.8304 10.1523  C211 1.090
220 H 12.6251 19.7792 7.8014  C212 1.090
221 H 11.4875 18.8537 8.6909  C212 1.090
222 H 13.0459 17.1053 9.2781  C214 1.090
223 H 14.6257 17.5559 9.8344  C214 1.090
224 H 14.1113 18.0920 8.2029  C214 1.090
225 H 13.3779 21.9035 9.4049  N215 1.010
226 H 12.1583 22.8888 9.5867  N215 1.010
227 C 17.9480 15.6766 12.4856  C228 1.573, H233 1.090, H234 1.090, H235 1.090
228 C 16.4637 15.4941 12.9748  C227 1.573, C229 1.516, N232 1.440, H236 1.090
229 C 15.7434 16.7883 13.2998  C228 1.516, O230 1.460, H237 1.090, H238 1.090
230 O 16.4943 17.3424 14.4230  C229 1.460, C231 1.411
231 C 16.1661 18.6927 14.6696  O230 1.411, H239 1.090, H240 1.090, H241 1.090
232 N 15.7187 14.7276 12.0096  C228 1.440, H242 1.010, H243 1.010
233 H 18.3450 14.7051 12.1913  C227 1.090
234 H 18.6158 16.0966 13.2377  C227 1.090
235 H 17.9931 16.3623 11.6394  C227 1.090
236 H 16.4866 14.8667 13.8658  C228 1.090
237 H 14.6689 16.7104 13.4652  C229 1.090
238 H 15.8771 17.3768 12.3921  C229 1.090
239 H 16.3158 19.3459 13.8100  C231 1.090
240 H 16.6316 19.1558 15.5397  C231 1.090
241 H 15.1054 18.7129 14.9199  C231 1.090
242 H 14.7632 14.6120 12.3156  N232 1.010
243 H 16.0483 13.7740 11.9652  N232 1.010

Summary:
* energy relative to the best compared isomer or geometry (same formula, charge and spin): 3.781 eV
* F_max: 5.07 eV Å⁻¹
* multiplicity: 1
* E_LUMO: 0.245 eV
* E: -4003.84821 hartree
* SMILES: CC1(C)CCCC(C)(C)N1O.CC1(C)CCCC(C)(C)N1O.CC1(C)CCCC(C)(C)N1O.CC1(C)CCCC(C)(C)N1O.CC1(C)CCCC(C)(C)N1O.CC1(C)CCCC(C)(C)N1O.COC[C@H](C)N.COC[C@H](C)N.COC[C@H](C)N.CO.CO